1.
ORCA calculation (wB97M-V/def2-TZVPD) on 5 unconnected molecules or ions with the total composition C16H28Cl4O6S at a distorted geometry.

Results
2S+1: 2
expectation value of S²: 0.76
electronic energy: -3316.41249 a.u.
total charge: +1
Kohn-Sham gap (spin up / spin down): 8.64 / 3.27 eV
lowest unoccupied orbital energy (spin up / spin down): -4.0 / -9.4 eV

Each line ends with the Mulliken spin population.
Atoms and positions in Å:
C -21.234 15.525 5.462  0.000
C -19.874 16.193 5.988  -0.003
C -18.898 16.251 4.799  0.000
S -19.226 14.612 3.841  0.000
O -18.324 13.504 4.358  0.001
O -19.409 14.875 2.345  0.000
C -20.905 14.309 4.535  0.000
H -21.690 16.148 4.692  0.000
H -21.997 15.298 6.206  0.000
H -19.277 15.506 6.588  0.002
H -19.904 17.170 6.470  0.000
H -17.867 16.603 4.788  0.000
H -19.336 16.962 4.099  0.000
H -20.812 13.390 5.115  0.000
H -21.602 14.060 3.736  0.000
O -16.450 15.290 8.588  0.811
C -16.304 14.087 8.526  -0.017
O -15.703 13.419 9.449  0.050
C -15.817 12.070 9.127  -0.003
C -16.831 11.931 8.051  0.031
C -16.795 13.261 7.364  0.098
H -16.182 11.451 9.947  0.003
H -14.810 11.775 8.831  -0.001
H -17.824 11.801 8.480  0.001
H -16.657 11.081 7.390  0.018
H -17.765 13.687 7.108  0.015
H -16.028 13.433 6.609  -0.007
O -21.857 12.647 10.610  0.000
C -21.385 13.788 10.531  0.000
O -20.680 14.109 9.422  0.001
C -20.093 15.393 9.436  0.000
C -20.305 15.889 10.806  -0.001
C -21.172 14.853 11.578  0.000
H -20.648 16.054 8.770  0.000
H -19.037 15.318 9.176  -0.002
H -20.679 16.906 10.687  0.000
H -19.281 15.879 11.179  0.000
H -22.114 15.370 11.762  0.000
H -20.748 14.438 12.492  0.000
Cl -20.920 8.218 13.283  0.000
C -21.631 9.860 13.488  0.000
C -20.473 10.980 13.789  0.000
Cl -19.178 10.968 12.629  0.000
H -22.388 9.777 14.268  0.000
H -22.166 10.170 12.591  0.000
H -20.029 10.804 14.768  0.000
H -20.840 12.005 13.742  0.000
Cl -20.792 11.245 6.799  0.000
C -21.550 10.387 8.241  0.000
C -20.589 9.548 9.177  0.000
Cl -19.079 8.974 8.375  0.001
H -22.200 9.696 7.704  0.000
H -22.300 11.057 8.661  0.000
H -21.021 8.705 9.716  0.000
H -20.298 10.239 9.968  0.000

=====

2.
ORCA calculation (wB97M-V/def2-TZVPD) on a molecular structure, C16H28GeO9S2Sn.

Results
ΔE to the lowest compared entry with this formula, charge and spin: 0.00 kJ/mol
electronic energy: -4391.22764 a.u.
total charge: 0
Kohn-Sham gap: 10.09 eV
lowest unoccupied orbital energy: 0.4 eV

Each line ends with the natural charge from an NBO analysis.
Atoms and positions in Å:
Sn 0.808 -0.195 -0.922  1.549
C 0.268 -0.827 2.700  -0.248
O 0.481 0.195 1.737  -0.573
C 0.709 1.472 2.302  -0.090
C 1.263 2.380 1.224  -0.096
O 0.505 2.375 0.024  -0.550
C -0.727 3.080 0.032  -0.082
C -1.939 2.309 0.525  -0.085
O -2.114 1.114 -0.199  -0.546
C -3.287 0.412 0.228  -0.059
H 1.112 -0.884 3.393  0.182
H -0.651 -0.642 3.264  0.171
H 0.190 -1.767 2.159  0.216
H -0.219 1.861 2.736  0.167
H 1.454 1.410 3.104  0.190
H 1.363 3.398 1.615  0.184
H 2.245 2.002 0.938  0.229
H -0.627 3.982 0.645  0.180
H -0.898 3.370 -1.005  0.204
H -1.856 2.084 1.595  0.161
H -2.804 2.972 0.388  0.177
H -4.150 0.842 -0.294  0.170
H -2.888 -1.204 -1.103  0.232
H -3.429 0.590 1.301  0.165
O 4.875 0.774 -1.319  -0.941
S 3.724 -0.078 -1.346  2.403
O 2.702 0.277 -2.350  -1.024
O 3.012 -0.168 -0.044  -1.051
C 4.304 -1.719 -1.768  -0.357
C 5.668 -1.807 -2.016  -0.173
C 6.240 -3.012 -2.392  -0.197
C 5.449 -4.141 -2.521  -0.196
C 4.088 -4.065 -2.271  -0.198
C 3.504 -2.862 -1.895  -0.236
S 1.736 -2.932 -1.632  2.391
O 1.356 -4.305 -1.800  -0.945
O 1.113 -1.994 -2.584  -1.022
O 1.469 -2.396 -0.272  -1.053
H 6.262 -0.911 -1.909  0.254
H 7.303 -3.066 -2.585  0.220
H 5.886 -5.085 -2.817  0.220
H 3.447 -4.931 -2.357  0.255
C -5.912 -1.787 -1.377  -1.084
Ge -4.788 -2.183 0.181  1.600
C -4.128 -4.021 0.112  -1.084
C -5.618 -1.806 1.922  -1.085
C -3.169 -1.065 -0.054  -0.860
H -6.829 -2.376 -1.410  0.233
H -5.315 -2.033 -2.257  0.233
H -6.175 -0.729 -1.422  0.229
H -4.899 -4.730 -0.190  0.233
H -3.741 -4.330 1.085  0.232
H -3.313 -4.079 -0.609  0.240
H -6.516 -2.415 2.042  0.234
H -5.892 -0.757 2.035  0.229
H -4.918 -2.071 2.716  0.230
H -2.366 -1.496 0.553  0.222

=====

3.
ORCA calculation (wB97M-V/def2-TZVPD) on a molecular structure, C16H28IN4O2Sc at a distorted geometry.

Results
ΔE to the lowest compared entry with this formula, charge and spin: 388.97 kJ/mol
electronic energy: -2054.06698 a.u.
total charge: -2
Kohn-Sham gap (spin up / spin down): 1.38 / 1.36 eV
lowest unoccupied orbital energy (spin up / spin down): 3.7 / 3.7 eV

Each line ends with the natural charge from an NBO analysis.
Atoms and positions in Å:
C -2.184 -0.255 -3.572  -0.786
I -1.230 1.466 -4.921  -0.112
H -2.492 -0.657 -2.588  0.176
H -2.000 -1.116 -4.232  0.195
H -3.054 0.337 -3.901  0.209
C 0.626 3.697 1.642  -0.091
C -0.480 4.133 0.994  -0.095
N -0.604 3.363 -0.156  -0.383
C 0.389 2.432 -0.245  0.102
N 1.153 2.667 0.880  -0.364
H 1.091 4.023 2.556  0.221
H -1.171 4.917 1.246  0.207
C 2.439 -3.104 -1.916  -0.138
C 0.765 -1.967 -0.860  0.108
N 2.096 -1.959 -1.214  -0.368
H 1.144 -4.805 -2.475  0.211
N 0.307 -3.142 -1.359  -0.368
H 3.441 -3.273 -2.264  0.230
Sc 0.902 0.233 -0.442  0.223
C -0.763 0.549 -3.215  0.105
O 0.006 0.379 -2.273  -0.745
C 1.312 -3.848 -2.011  -0.097
C -1.060 -3.584 -1.233  -0.398
H -1.144 -4.616 -1.595  0.192
H -1.742 -2.951 -1.824  0.212
H -1.388 -3.542 -0.184  0.222
C 3.003 -0.891 -0.871  -0.781
H 4.035 -1.124 -1.174  0.258
H 3.016 -0.702 0.223  0.247
H 2.752 0.063 -1.421  0.172
C 2.329 1.914 1.227  -0.608
H 3.143 2.590 1.541  0.228
H 2.714 1.362 0.334  0.191
H 2.149 1.214 2.065  0.241
C -1.667 3.514 -1.117  -0.404
H -1.279 3.466 -2.144  0.229
H -2.163 4.481 -0.959  0.186
H -2.423 2.718 -1.010  0.200
C -1.784 0.545 2.723  -0.620
C -0.683 -0.464 2.416  0.254
C 0.367 -0.469 3.522  -0.728
C -1.269 -1.862 2.234  -0.627
O -0.055 -0.070 1.204  -0.902
H -2.311 0.279 3.650  0.185
H -2.511 0.576 1.903  0.197
H -1.362 1.549 2.844  0.206
H -0.078 -0.780 4.477  0.186
H 1.179 -1.166 3.279  0.227
H 0.797 0.532 3.656  0.195
H -2.063 -1.851 1.477  0.192
H -0.494 -2.567 1.907  0.220
H -1.698 -2.230 3.177  0.188

=====

4.
ORCA calculation (wB97M-V/def2-TZVPD) on a molecular structure, C16H28IO5P2RuS at a distorted geometry.

Results
ΔE to the lowest compared entry with this formula, charge and spin: 434.03 kJ/mol
2S+1: 5
expectation value of S²: 6.07
electronic energy: -2474.79510 a.u.
total charge: +3
Kohn-Sham gap (spin up / spin down): 6.44 / 4.89 eV
lowest unoccupied orbital energy (spin up / spin down): -11.8 / -13.0 eV

Each line ends with the Mulliken spin population.
Atoms and positions in Å:
C 0.545 -1.651 -4.763  0.034
C 0.694 -1.987 -3.310  -0.029
H 0.923 -2.482 -5.344  0.001
H 1.112 -0.748 -5.022  0.004
H -0.511 -1.495 -5.010  -0.003
O 1.215 -3.049 -2.899  0.125
I -1.008 1.317 0.129  0.848
Ru 0.010 -0.713 -1.950  0.478
P -2.068 -1.444 -1.845  0.032
C -2.372 -2.701 -0.525  -0.005
C -3.408 -0.216 -1.523  0.011
H -4.385 -0.588 -1.856  0.003
H -3.693 -2.679 -3.229  0.007
H -3.164 0.702 -2.065  0.003
H -2.645 -1.596 -4.189  -0.002
H -2.154 -2.244 0.450  0.003
H -3.439 0.011 -0.448  0.005
C -2.670 -2.303 -3.354  0.035
H -3.411 -3.060 -0.536  0.000
H -2.001 -3.142 -3.572  0.000
H -1.695 -3.549 -0.684  -0.001
P 2.179 0.519 -1.828  0.056
C 3.369 -0.076 -0.581  0.057
C 3.150 0.373 -3.399  0.099
H 1.204 2.717 -2.097  0.000
H 2.982 2.808 -1.908  0.000
H 1.934 2.483 -0.478  0.001
C 2.066 2.316 -1.555  0.006
H 2.577 0.818 -4.216  -0.001
H 4.091 0.918 -3.284  0.006
H 4.315 0.461 -0.621  0.008
H 3.484 -1.154 -0.731  0.001
H 3.350 -0.679 -3.612  0.003
H 2.988 0.080 0.417  0.015
C 0.565 -1.869 -0.560  -0.022
O 0.911 -2.555 0.308  -0.004
C -1.778 2.881 6.421  0.018
C -1.053 2.132 5.347  0.205
C -0.796 2.790 4.152  0.081
C -0.128 2.140 3.139  0.034
C 0.181 0.775 3.308  0.416
C -0.041 0.104 4.513  -0.051
C -0.654 0.804 5.524  0.261
S 1.288 -0.131 2.166  0.365
O 1.935 1.199 1.783  0.348
O 2.147 -1.315 2.343  0.211
O 1.275 -0.070 -0.381  0.237
H -1.248 3.804 6.694  0.036
H -2.781 3.186 6.083  0.039
H -1.901 2.279 7.331  -0.005
H -1.079 3.809 4.003  0.004
H 0.108 2.699 2.223  0.017
H 0.304 -0.927 4.584  0.004
H -0.819 0.297 6.454  0.003

=====

Repeat the first record exactly.
ORCA calculation (wB97M-V/def2-TZVPD) on 5 unconnected molecules or ions with the total composition C16H28Cl4O6S at a distorted geometry.

Results
2S+1: 2
expectation value of S²: 0.76
electronic energy: -3316.41249 a.u.
total charge: +1
Kohn-Sham gap (spin up / spin down): 8.64 / 3.27 eV
lowest unoccupied orbital energy (spin up / spin down): -4.0 / -9.4 eV

Each line ends with the Mulliken spin population.
Atoms and positions in Å:
C -21.234 15.525 5.462  0.000
C -19.874 16.193 5.988  -0.003
C -18.898 16.251 4.799  0.000
S -19.226 14.612 3.841  0.000
O -18.324 13.504 4.358  0.001
O -19.409 14.875 2.345  0.000
C -20.905 14.309 4.535  0.000
H -21.690 16.148 4.692  0.000
H -21.997 15.298 6.206  0.000
H -19.277 15.506 6.588  0.002
H -19.904 17.170 6.470  0.000
H -17.867 16.603 4.788  0.000
H -19.336 16.962 4.099  0.000
H -20.812 13.390 5.115  0.000
H -21.602 14.060 3.736  0.000
O -16.450 15.290 8.588  0.811
C -16.304 14.087 8.526  -0.017
O -15.703 13.419 9.449  0.050
C -15.817 12.070 9.127  -0.003
C -16.831 11.931 8.051  0.031
C -16.795 13.261 7.364  0.098
H -16.182 11.451 9.947  0.003
H -14.810 11.775 8.831  -0.001
H -17.824 11.801 8.480  0.001
H -16.657 11.081 7.390  0.018
H -17.765 13.687 7.108  0.015
H -16.028 13.433 6.609  -0.007
O -21.857 12.647 10.610  0.000
C -21.385 13.788 10.531  0.000
O -20.680 14.109 9.422  0.001
C -20.093 15.393 9.436  0.000
C -20.305 15.889 10.806  -0.001
C -21.172 14.853 11.578  0.000
H -20.648 16.054 8.770  0.000
H -19.037 15.318 9.176  -0.002
H -20.679 16.906 10.687  0.000
H -19.281 15.879 11.179  0.000
H -22.114 15.370 11.762  0.000
H -20.748 14.438 12.492  0.000
Cl -20.920 8.218 13.283  0.000
C -21.631 9.860 13.488  0.000
C -20.473 10.980 13.789  0.000
Cl -19.178 10.968 12.629  0.000
H -22.388 9.777 14.268  0.000
H -22.166 10.170 12.591  0.000
H -20.029 10.804 14.768  0.000
H -20.840 12.005 13.742  0.000
Cl -20.792 11.245 6.799  0.000
C -21.550 10.387 8.241  0.000
C -20.589 9.548 9.177  0.000
Cl -19.079 8.974 8.375  0.001
H -22.200 9.696 7.704  0.000
H -22.300 11.057 8.661  0.000
H -21.021 8.705 9.716  0.000
H -20.298 10.239 9.968  0.000